2 unconnected molecules or ions with the total composition C2H7S2 at a distorted geometry. Source: the OMol25 dataset; level of theory: ωB97M-V/def2-TZVPD.

CARTESIAN COORDINATES (ANGSTROEM)
C1 -1.5453 -0.3809 -0.3512
S1 -2.1177 -0.6285 -2.0637
H1 -0.5651 -0.7883 -0.1882
H2 -2.2807 -0.8729 0.2613
H3 -1.5283 0.6822 -0.1196
H4 -1.0361 -0.1277 -2.6728
C2 1.0090 0.1874 2.1203
S2 2.5940 0.7256 1.2927
H5 1.1096 -0.3617 3.0537
H6 0.6175 -0.4950 1.3752
H7 0.4731 1.1106 2.3089

Its energy above the lowest of the compared OMol25 structures with the same formula, charge and spin is 96.7 kJ/mol. The total charge is -1. The value obtained for the HOMO-LUMO gap is 5.1 eV.

Population analysis type Mulliken, resulting atomic charges in e: -0.775 -0.247 0.255 0.313 0.314 0.117 -0.444 -0.790 0.264 -0.151 0.143

=====

A gas-phase ion, IO2S2 (charge -1) at a distorted geometry. Source: the OMol25 dataset; level of theory: ωB97M-V/def2-TZVPD.

CARTESIAN COORDINATES (ANGSTROEM)
O1 -1.5923 2.1193 0.1306
O2 0.1863 -2.0233 -0.4330
S1 -1.4617 0.6004 -0.1657
S2 0.3950 -0.9412 0.5342
I1 2.4728 0.2449 -0.0660

Its energy above the lowest of the compared OMol25 structures with the same formula, charge and spin is 181.6 kJ/mol. The total charge is -1. The value obtained for the HOMO-LUMO gap is 6.2 eV.

Population analysis type Mulliken, resulting atomic charges in e: -0.532 -0.485 0.040 0.166 -0.189

=====

11 unconnected molecules or ions with the total composition C33H33F11O33 at a distorted geometry. Source: the OMol25 dataset; level of theory: ωB97M-V/def2-TZVPD.

CARTESIAN COORDINATES (ANGSTROEM)
O1 -2.3720 -2.5348 -1.1338
C1 -3.3323 -2.0864 -1.7714
O2 -4.1390 -1.0676 -1.2748
C2 -5.3049 -0.9005 -2.0650
C3 -4.7244 -1.2485 -3.4484
F1 -4.1130 -0.1650 -3.9626
O3 -3.7013 -2.1740 -3.1213
H1 -6.0163 -1.6013 -1.6281
H2 -5.6274 0.1381 -1.9911
H3 -5.5110 -1.5753 -4.1285
O4 2.4227 -1.9742 -0.1520
C4 2.0178 -3.1191 -0.0267
O5 0.8540 -3.4616 0.6737
C5 0.5905 -4.8535 0.4881
C6 1.7542 -5.3929 -0.2391
F2 1.4601 -5.9734 -1.3581
O6 2.4688 -4.2516 -0.5976
H4 0.4251 -5.2702 1.4817
H5 -0.4089 -4.9487 0.0636
H6 2.5312 -5.9393 0.2955
O7 1.4012 -5.4432 6.4024
C7 2.2563 -4.9629 5.6558
O8 3.6409 -4.9582 5.8522
C8 4.1808 -4.1125 4.9142
C9 3.0621 -3.6998 4.0066
F3 3.1017 -4.1403 2.7744
O9 1.9405 -4.0946 4.6830
H7 4.8495 -3.4471 5.4602
H8 4.8319 -4.6517 4.2262
H9 3.1434 -2.6128 4.0028
O10 -3.4280 4.4521 3.3698
C10 -2.2912 4.2406 2.9814
O11 -1.7166 4.8876 1.9937
C11 -0.3621 4.4076 1.7004
C12 -0.0874 3.5450 3.0205
F4 0.7497 4.1602 3.8381
O12 -1.3937 3.3750 3.5688
H10 -0.4048 3.9913 0.6939
H11 0.2355 5.3191 1.6930
H12 0.4222 2.6406 2.6880
O13 -1.1144 -3.0006 3.0089
C13 -1.5521 -2.2953 3.9021
O14 -1.3882 -2.5669 5.2674
C14 -1.9483 -1.4438 5.9893
C15 -2.3148 -0.3651 5.0363
F5 -1.3089 0.5587 4.7952
O15 -2.3923 -1.1386 3.7959
H13 -2.8715 -1.8033 6.4438
H14 -1.1928 -1.0693 6.6801
H15 -3.2691 0.1393 5.1877
O16 -2.2364 -2.2412 -6.1832
C16 -1.4504 -2.9722 -5.5847
O17 -0.4543 -3.7273 -6.1005
C17 0.2374 -4.4725 -5.0663
C18 -0.3297 -3.8142 -3.7341
F6 0.5930 -3.0715 -3.2980
O18 -1.3275 -2.9637 -4.1964
H16 -0.0935 -5.5108 -5.0394
H17 1.3267 -4.4352 -5.0538
H18 -0.6549 -4.5135 -2.9638
O19 6.3800 -0.9456 4.4615
C19 5.4588 -0.3181 3.8947
O20 5.5809 0.4815 2.8921
C20 4.3358 1.1164 2.5091
C21 3.3833 0.3057 3.3583
F7 2.8880 -0.7193 2.6185
O21 4.1699 -0.2591 4.4270
H19 4.2611 2.1534 2.8365
H20 4.0815 0.9385 1.4642
H21 2.5231 0.9036 3.6593
O22 -0.2836 -1.4091 -8.8673
C22 -0.1846 -0.2465 -8.5041
O23 -0.8073 0.8429 -9.0578
C23 -0.5867 2.0421 -8.2881
C24 0.0691 1.5701 -6.9788
F8 -0.9100 1.5516 -6.1181
O24 0.4096 0.2535 -7.2875
H22 -0.1548 2.8697 -8.8508
H23 -1.5069 2.5887 -8.0815
H24 0.7493 2.3118 -6.5600
O25 1.6925 2.4501 -0.0561
C25 0.9159 1.5143 -0.2902
O26 -0.1010 1.0710 0.5529
C26 -0.5292 -0.1781 0.1432
C27 -0.3013 -0.1766 -1.3099
F9 -1.4088 0.1551 -1.9815
O27 0.9127 0.7299 -1.4156
H25 0.1820 -0.9203 0.5058
H26 -1.5212 -0.5833 0.3430
H27 -0.1863 -1.2226 -1.5941
O28 -6.4713 3.1220 3.0135
C28 -5.8872 2.6877 2.0138
O29 -6.0067 3.2640 0.8320
C29 -5.4555 2.4513 -0.1464
C30 -4.5965 1.4779 0.7046
F10 -3.3018 1.7085 0.7996
O30 -5.1968 1.6331 1.9461
H28 -6.2057 2.0395 -0.8215
H29 -4.9046 3.1109 -0.8169
H30 -4.8161 0.5065 0.2617
O31 1.6123 7.0974 -1.0440
C31 2.8141 6.9184 -1.1421
O32 3.7035 7.7427 -1.7207
C32 5.0216 7.5158 -1.3030
C33 4.8735 6.2626 -0.3941
F11 5.5383 6.4222 0.7665
O33 3.4505 6.0601 -0.3913
H31 5.8525 7.4738 -2.0072
H32 5.2709 8.2488 -0.5358
H33 5.5289 5.5963 -0.9550

The SMILES is O=C1OC[C@@H](F)O1.O=C1OC[C@@H](F)O1.O=C1OC[C@@H](F)O1.O=C1OC[C@@H](F)O1.O=C1OC[C@@H](F)O1.O=C1OC[C@@H](F)O1.O=C1OC[C@@H](F)O1.O=C1OC[C@@H](F)O1.O=C1OC[C@@H](F)O1.O=C1OC[C@@H](F)O1.O=C1OC[C@@H](F)O1. Its energy above the lowest of the compared OMol25 structures with the same formula, charge and spin is 796.2 kJ/mol. The value obtained for the HOMO-LUMO gap is 10.7 eV.

Atomic partial charges in e from the Mulliken method, atoms 1 to 99: -0.473 0.401 -0.187 -0.239 0.261 -0.257 -0.225 0.326 0.055 0.279 -0.587 0.397 0.390 -0.575 0.339 -0.280 -0.412 0.248 0.256 0.277 -0.556 0.500 -0.348 -0.441 0.962 -0.307 -0.142 0.263 0.299 -0.383 -0.609 0.706 -0.392 -0.181 1.181 -0.335 -0.310 0.099 0.255 -0.362 -0.481 0.563 -0.328 -0.445 0.319 -0.252 -0.247 0.316 0.291 0.282 -0.518 0.480 -0.327 -0.431 0.431 -0.341 -0.197 0.289 0.321 0.252 -0.592 0.679 -0.327 -0.349 0.363 -0.158 -0.369 0.331 0.257 0.256 -0.477 0.650 -0.347 -0.508 0.442 -0.252 -0.322 0.274 0.269 0.276 -0.580 0.385 -0.081 0.263 0.936 -0.201 -0.362 -0.624 0.378 -0.133 -0.611 0.619 -0.353 -0.503 0.870 -0.159 -0.350 0.309 0.315

=====

2 unconnected molecules or ions with the total composition C6H11FN2O3. Source: the OMol25 dataset; level of theory: ωB97M-V/def2-TZVPD.

CARTESIAN COORDINATES (ANGSTROEM)
C1 -1.4480 -1.4033 -1.8625
C2 -0.7588 -2.1180 -0.7254
F1 -1.7540 -2.6786 0.0895
C3 0.1033 -1.2648 0.1988
C4 0.8319 -0.0629 -0.4384
C5 1.1561 0.7246 0.7729
N1 0.2798 0.5078 1.6799
C6 -0.7017 -0.5304 1.2867
H1 -2.2240 -0.7349 -1.4872
H2 -1.9344 -2.1378 -2.5031
H3 -0.7437 -0.8432 -2.4753
H4 -0.1826 -2.9661 -1.0954
H5 0.8468 -1.8950 0.6928
H6 1.6445 -0.2182 -1.1394
H7 0.0638 0.5576 -0.9239
H8 1.9853 1.4354 0.8694
H9 0.2770 0.9953 2.5678
H10 -0.9247 -1.1590 2.1432
H11 -1.6044 -0.0579 0.8984
N2 1.2704 3.4889 0.3577
O1 0.8990 3.7435 1.5195
O2 2.4624 3.1410 0.1547
O3 0.4561 3.4760 -0.5807

Its energy above the lowest of the compared OMol25 structures with the same formula, charge and spin is 194.1 kJ/mol. The value obtained for the HOMO-LUMO gap is 7.5 eV.

Population analysis type Mulliken, resulting atomic charges in e: -1.411 0.275 -0.349 0.090 -0.506 -0.705 0.070 -0.678 0.339 0.380 0.385 0.306 0.339 0.379 0.298 0.683 0.303 0.371 0.343 0.959 -0.608 -0.664 -0.600

=====

A single C3H6N2S molecule at a distorted geometry. Source: the OMol25 dataset; level of theory: ωB97M-V/def2-TZVPD.

CARTESIAN COORDINATES (ANGSTROEM)
N1 1.4985 0.9267 0.3393
C1 0.0706 0.6191 0.1766
C2 -0.5131 -0.7521 0.7625
N2 -0.9758 -1.0080 -0.6726
C3 -0.5116 0.1050 -1.2814
S1 -0.6933 0.8039 -2.7073
H1 1.8680 1.2915 1.2389
H2 2.1978 0.4656 -0.1937
H3 -0.3770 1.4459 0.7285
H4 -1.3872 -0.5590 1.5017
H5 0.1663 -1.4866 1.0568
H6 -1.3432 -1.8518 -0.9493

The SMILES is N[C@@H]1CNC1=S. Its energy above the lowest of the compared OMol25 structures with the same formula, charge and spin is 195.9 kJ/mol. The value obtained for the HOMO-LUMO gap is 9.1 eV.

Population analysis type Mulliken, resulting atomic charges in e: -0.470 0.054 -0.519 -0.059 0.015 -0.355 0.181 0.172 0.290 0.201 0.345 0.145

=====

> Which of these has the highest HOMO-LUMO gap?

C33H33F11O33

=====

> Look up the HOMO-LUMO gap of the second one.

6.2 eV